No. 1
{
  "formula": "C29H40N5O3",
  "method": "ωB97M-V/def2-TZVPD",
  "e_homo_ha": -0.40039,
  "energy_ev": -44305.55231,
  "relative_energy_kj_mol": 0.0,
  "smiles": "CN(C)C[C@@H]1CCC[N@@H+]1[C@H](/C=C/N1[C@H](Cc2ccccc2)C(=O)N(C)C1(C)C)c1cccc([N+](=O)[O-])c1",
  "total_charge": 1,
  "spin_multiplicity": 1,
  "symbols": ["C", "N", "C", "C", "C", "C", "C", "C", "N", "C", "C", "C", "N", "C", "C", "C", "C", "C", "C", "C", "C", "C", "O", "N", "C", "C", "C", "C", "C", "C", "C", "C", "C", "N", "O", "O", "C", "H", "H", "H", "H", "H", "H", "H", "H", "H", "H", "H", "H", "H", "H", "H", "H", "H", "H", "H", "H", "H", "H", "H", "H", "H", "H", "H", "H", "H", "H", "H", "H", "H", "H", "H", "H", "H", "H", "H", "H"],
  "positions_angstrom": [[-1.722, -1.979, 2.961], [-1.322, -2.254, 1.584], [-2.387, -2.988, 0.901], [-0.022, -2.923, 1.523], [0.504, -3.082, 0.086], [1.271, -4.372, -0.144], [2.241, -4.153, -1.313], [2.269, -2.658, -1.611], [1.443, -1.959, -0.512], [2.015, -0.922, 0.359], [1.313, 0.393, 0.073], [0.011, 0.599, 0.361], [-0.614, 1.816, 0.295], [-2.063, 1.832, 0.226], [-2.587, 1.020, -0.963], [-4.080, 0.817, -0.876], [-4.911, 1.246, -1.913], [-6.295, 1.107, -1.790], [-6.837, 0.495, -0.652], [-6.000, 0.050, 0.378], [-4.614, 0.214, 0.268], [-2.376, 3.320, 0.136], [-3.491, 3.828, 0.054], [-1.176, 3.985, 0.160], [-1.132, 5.416, -0.015], [-0.016, 3.119, -0.041], [0.456, 3.197, -1.501], [1.128, 3.514, 0.895], [3.551, -0.801, 0.263], [4.394, -1.888, 0.589], [5.794, -1.744, 0.562], [6.382, -0.575, 0.083], [5.554, 0.495, -0.270], [6.089, 1.707, -0.800], [7.305, 1.751, -1.089], [5.316, 2.690, -0.957], [4.161, 0.394, -0.113], [-0.971, -1.360, 3.463], [-2.676, -1.438, 2.967], [-1.861, -2.901, 3.554], [-2.102, -3.244, -0.124], [-2.653, -3.920, 1.431], [-3.284, -2.359, 0.852], [0.692, -2.417, 2.196], [-0.135, -3.945, 1.941], [-0.346, -3.037, -0.612], [1.819, -4.641, 0.771], [0.558, -5.182, -0.351], [3.241, -4.512, -1.039], [1.921, -4.693, -2.214], [3.265, -2.225, -1.675], [1.746, -2.449, -2.555], [0.755, -1.438, -1.060], [1.768, -1.232, 1.391], [1.830, 1.140, -0.536], [-0.656, -0.240, 0.635], [-2.464, 1.445, 1.178], [-2.320, 1.555, -1.893], [-2.082, 0.036, -0.992], [-4.454, 1.700, -2.797], [-6.940, 1.471, -2.589], [-7.915, 0.371, -0.563], [-6.408, -0.429, 1.268], [-3.937, -0.111, 1.066], [-2.111, 5.839, 0.231], [-0.370, 5.842, 0.647], [-0.874, 5.692, -1.049], [-0.319, 2.811, -2.178], [0.676, 4.242, -1.757], [1.374, 2.618, -1.635], [0.793, 3.477, 1.938], [1.975, 2.836, 0.766], [1.457, 4.532, 0.657], [3.960, -2.850, 0.890], [6.430, -2.564, 0.895], [7.454, -0.441, -0.019], [3.607, 1.312, -0.296]]
}

No. 2
{
  "formula": "C29H40N7O",
  "method": "ωB97M-V/def2-TZVPD",
  "e_homo_ha": -0.37316,
  "energy_ev": -43192.40274,
  "total_charge": 1,
  "spin_multiplicity": 1,
  "symbols": ["C", "N", "C", "O", "C", "C", "C", "C", "C", "C", "C", "C", "N", "C", "C", "C", "C", "C", "C", "C", "N", "C", "C", "C", "C", "C", "C", "C", "H", "H", "H", "H", "H", "H", "H", "H", "H", "H", "H", "H", "H", "H", "H", "H", "H", "H", "H", "H", "H", "H", "H", "H", "H", "H", "H", "H", "H", "H", "N", "N", "N", "C", "C", "C", "C", "C", "N", "H", "H", "H", "H", "H", "H", "H", "H", "H", "H"],
  "positions_angstrom": [[-1.642, -1.162, -5.100], [-1.869, -0.832, -3.712], [-3.079, -1.086, -3.120], [-4.089, -1.503, -3.680], [-2.931, -0.742, -1.639], [-3.231, -1.951, -0.765], [-4.703, -2.285, -0.674], [-5.615, -1.291, -0.302], [-6.982, -1.578, -0.287], [-7.434, -2.863, -0.609], [-6.512, -3.869, -0.938], [-5.145, -3.584, -0.944], [-1.543, -0.291, -1.549], [-1.044, 0.218, -0.384], [0.266, 0.288, -0.048], [0.857, 0.896, 1.204], [2.170, 1.566, 0.813], [2.353, 2.939, 0.975], [3.613, 3.498, 0.793], [4.711, 2.693, 0.395], [5.972, 3.202, 0.251], [7.081, 2.354, -0.137], [6.249, 4.617, 0.126], [4.477, 1.315, 0.149], [3.211, 0.769, 0.308], [-0.782, -0.546, -2.777], [0.123, -1.778, -2.627], [0.017, 0.677, -3.243], [-2.574, -1.534, -5.529], [-1.312, -0.277, -5.653], [-0.866, -1.929, -5.195], [-3.606, 0.102, -1.401], [-2.664, -2.817, -1.153], [-2.847, -1.742, 0.241], [-5.243, -0.299, -0.042], [-7.691, -0.791, -0.023], [-8.501, -3.086, -0.603], [-6.854, -4.874, -1.191], [-4.404, -4.354, -1.183], [-1.817, 0.595, 0.305], [1.016, -0.059, -0.771], [0.177, 1.632, 1.656], [1.493, 3.549, 1.268], [3.751, 4.557, 0.985], [7.130, 1.443, 0.471], [7.032, 2.058, -1.196], [7.998, 2.930, 0.018], [5.516, 5.229, 0.658], [7.246, 4.789, 0.553], [6.273, 4.930, -0.930], [5.292, 0.665, -0.164], [3.047, -0.298, 0.097], [-0.486, -2.674, -2.445], [0.706, -1.909, -3.547], [0.816, -1.656, -1.791], [-0.679, 1.480, -3.515], [0.685, 1.035, -2.457], [0.615, 0.401, -4.121], [-1.998, -3.826, 2.958], [-1.788, -2.771, 2.552], [-1.575, -1.730, 1.900], [-1.379, -0.548, 2.776], [0.048, -0.465, 3.272], [0.228, 0.573, 4.352], [1.733, 0.844, 4.405], [2.336, 0.123, 3.201], [1.152, -0.126, 2.246], [-1.644, 0.378, 2.240], [-2.034, -0.590, 3.672], [0.363, -1.455, 3.634], [-0.344, 1.472, 4.084], [-0.170, 0.190, 5.297], [1.936, 1.919, 4.366], [2.185, 0.456, 5.323], [3.155, 0.653, 2.719], [2.680, -0.888, 3.475], [1.369, -0.975, 1.709]]
}